Molecular formula: C20H53N13O11
Method: DFT, the ωB97M-V functional and the def2-TZVPD basis

Structure (ORCA input):
```
! RIJCOSX wB97M-V def2-TZVPD def2/J DEFGRID3
* xyz 0 1
C -2.547 -4.474 -3.030
C -2.678 -3.455 -1.890
C -2.753 -2.010 -2.394
C -3.611 -1.074 -1.544
O -3.257 -0.997 -0.160
C -2.314 0.003 0.193
C -2.812 1.433 -0.014
C -3.813 1.887 1.061
O -5.158 2.011 0.580
O -1.101 -0.160 -0.501
C -0.369 -1.301 -0.032
C 0.724 -0.878 0.938
N 1.756 -0.025 0.340
C 2.821 -0.764 -0.336
C 4.030 0.140 -0.618
C 3.955 0.869 -1.968
C 4.494 0.032 -3.134
O 5.141 0.816 -4.169
C 4.316 1.291 -5.117
O 4.495 1.111 -6.274
H -3.308 -4.313 -3.803
H -2.644 -5.499 -2.661
H -1.564 -4.391 -3.509
H -1.793 -3.558 -1.253
H -3.554 -3.686 -1.278
H -3.197 -1.995 -3.401
H -1.749 -1.582 -2.499
H -4.650 -1.429 -1.562
H -3.610 -0.079 -1.997
H -2.146 -0.154 1.270
H -1.931 2.083 -0.002
H -3.276 1.564 -0.995
H -3.833 1.181 1.895
H -3.494 2.856 1.467
H -5.134 2.608 -0.179
H -1.037 -2.012 0.465
H 0.091 -1.792 -0.902
H 1.188 -1.796 1.322
H 0.292 -0.368 1.809
H 1.293 0.574 -0.337
H 2.484 -1.193 -1.299
H 3.118 -1.605 0.297
H 4.953 -0.451 -0.575
H 4.086 0.883 0.185
H 4.528 1.803 -1.945
H 2.911 1.137 -2.178
H 5.261 -0.670 -2.797
H 3.688 -0.540 -3.605
H 3.479 1.895 -4.735
N 6.460 -2.575 -5.115
C 7.787 -2.883 -5.050
N 8.629 -1.817 -4.920
O 8.194 -4.035 -5.104
H 6.121 -1.630 -5.083
H 5.812 -3.331 -5.223
H 9.614 -2.003 -4.882
H 8.307 -0.867 -4.888
N -6.035 4.208 3.014
C -6.437 3.504 4.097
N -6.763 2.200 3.845
O -6.487 3.968 5.237
H -5.966 3.776 2.109
H -5.746 5.171 3.123
H -7.047 1.634 4.621
H -6.701 1.798 2.928
N -3.885 -3.268 2.191
C -2.673 -3.871 2.361
N -2.706 -5.168 2.793
O -1.626 -3.285 2.135
H -4.757 -3.727 2.369
H -3.880 -2.339 1.803
H -1.826 -5.631 2.927
H -3.556 -5.664 2.982
N 10.275 -5.841 -4.106
C 11.602 -6.129 -4.029
N 11.908 -7.436 -3.732
O 12.474 -5.293 -4.207
H 9.555 -6.525 -3.976
H 9.991 -4.913 -4.371
H 12.879 -7.677 -3.671
H 11.214 -8.143 -3.585
N -3.755 4.902 6.002
C -2.566 4.581 5.418
N -1.453 4.771 6.205
O -2.477 4.156 4.278
H -3.825 5.246 6.941
H -4.606 4.764 5.471
H -0.564 4.538 5.805
H -1.497 5.102 7.149
N -6.808 8.571 4.364
C -5.593 7.972 4.195
N -4.721 8.109 5.231
O -5.313 7.351 3.180
H -7.064 9.075 5.191
H -7.474 8.478 3.620
H -3.826 7.660 5.153
H -4.961 8.591 6.076
*
```

Output
structure (SMILES) = CCCCO[C@H](CCO)OCCNCCCCOC=O.NC(N)=O.NC(N)=O.NC(N)=O.NC(N)=O.NC(N)=O.NC(N)=O
relative energy (zero: lowest compared OMol25 entry of this formula, charge and spin) = 310.8 kJ/mol
E_tot = -2333.54670 Eh
max |F| = 0.7 eV/A
orbital gap = 9.23 eV
molar mass = 651.7 g mol⁻¹
highest occupied orbital energy = -8.7 eV



Molecular formula: C20H54BFN5O7S
Method: DFT, the ωB97M-V functional and the def2-TZVPD basis

Structure (ORCA input):
```
! RIJCOSX wB97M-V def2-TZVPD def2/J DEFGRID3
* xyz 1 1
C 3.459 -0.085 -1.745
C 2.861 -0.113 -3.157
O 1.404 -0.203 -3.180
B 0.896 -1.354 -2.784
O 1.570 -2.498 -2.446
S -1.011 -1.397 -2.701
N -1.464 -1.963 -1.154
C -1.728 0.262 -2.840
C -1.233 1.266 -1.799
O -0.252 1.844 -1.812
F -2.104 1.486 -0.799
H 4.544 0.038 -1.876
H 3.128 0.776 -1.155
H 3.333 -1.038 -1.211
H 3.105 0.863 -3.598
H 3.344 -0.851 -3.809
H 1.498 -2.594 -1.481
H -0.639 -2.144 -0.585
H -1.940 -2.859 -1.273
H -2.811 0.134 -2.681
H -1.602 0.636 -3.863
C -6.280 -1.464 1.961
C -5.031 -1.652 1.107
C -5.309 -1.593 -0.405
O -5.875 -2.771 -0.941
C -7.290 -2.867 -0.816
N -4.376 -2.907 1.493
H -6.924 -2.343 1.954
H -6.002 -1.281 2.999
H -6.865 -0.609 1.617
H -4.352 -0.826 1.344
H -4.345 -1.474 -0.918
H -5.912 -0.715 -0.669
H -7.775 -1.894 -0.920
H -7.557 -3.324 0.138
H -7.654 -3.522 -1.606
H -3.499 -2.989 0.985
H -4.940 -3.670 1.125
C 3.381 2.901 1.356
C 4.879 2.697 1.149
C 5.747 3.677 1.955
O 5.826 4.978 1.403
C 4.757 5.842 1.750
N 5.175 2.764 -0.288
H 3.008 3.790 0.849
H 2.825 2.049 0.958
H 3.141 2.986 2.418
H 5.119 1.688 1.499
H 6.774 3.296 1.950
H 5.435 3.719 3.006
H 4.408 5.669 2.772
H 3.929 5.734 1.045
H 5.120 6.867 1.677
H 6.158 2.545 -0.428
H 5.105 3.742 -0.565
C 10.773 4.124 4.800
C 9.683 4.363 3.760
C 10.205 4.997 2.459
O 10.456 6.388 2.545
C 11.726 6.733 3.072
N 8.616 5.165 4.366
H 11.103 5.047 5.276
H 10.402 3.471 5.591
H 11.644 3.640 4.351
H 9.266 3.385 3.499
H 9.425 4.890 1.699
H 11.088 4.466 2.080
H 12.501 6.023 2.768
H 11.686 6.804 4.161
H 11.989 7.718 2.687
H 7.854 5.251 3.696
H 8.967 6.117 4.453
C -11.044 -7.530 -3.438
C -10.417 -6.194 -3.823
C -9.109 -5.892 -3.073
O -9.286 -5.447 -1.737
C -9.447 -6.484 -0.784
N -11.411 -5.132 -3.637
H -11.511 -7.502 -2.453
H -11.822 -7.801 -4.152
H -10.298 -8.328 -3.440
H -10.174 -6.247 -4.889
H -8.610 -5.066 -3.590
H -8.420 -6.746 -3.108
H -8.840 -7.361 -1.028
H -10.497 -6.766 -0.693
H -9.125 -6.099 0.185
H -11.023 -4.255 -3.975
H -11.511 -4.981 -2.636
*
```

Output
E_tot = -2117.51686 Eh
max |F| = 4.2 eV/A
orbital gap = 6.33 eV
molar mass = 538.6 g mol⁻¹
highest occupied orbital energy = -10.4 eV



Molecular formula: C20H54N4O7V
Method: DFT, the ωB97M-V functional and the def2-TZVPD basis

Structure (ORCA input):
```
! RIJCOSX wB97M-V def2-TZVPD def2/J DEFGRID3
* xyz 0 2
O -31.126 9.378 1.033
V -32.122 9.744 2.298
C -35.832 10.826 -0.174
C -34.504 10.124 0.041
O -33.617 10.723 0.887
H -36.356 10.169 -0.869
H -35.794 11.780 -0.700
H -36.422 11.023 0.721
H -34.008 10.072 -0.928
H -34.733 9.116 0.385
C -29.300 12.226 4.144
C -29.859 12.240 2.710
O -31.203 11.896 2.355
H -28.241 12.481 4.118
H -29.323 11.288 4.699
H -29.867 12.958 4.720
H -29.112 11.631 2.199
H -29.496 13.152 2.237
C -33.268 6.483 -0.131
C -32.934 6.377 1.367
C -31.644 5.573 1.678
O -31.531 5.805 3.119
C -30.551 5.127 3.880
N -33.159 7.720 2.059
H -32.641 7.175 -0.693
H -34.234 6.853 -0.474
H -33.119 5.515 -0.610
H -33.777 5.792 1.735
H -30.730 5.840 1.149
H -31.920 4.519 1.623
H -30.539 4.040 3.803
H -30.698 5.348 4.937
H -29.558 5.477 3.595
H -34.116 7.857 1.768
H -33.312 7.206 2.915
C -32.666 9.629 6.630
C -32.004 9.739 5.287
C -31.021 8.577 4.968
O -30.440 8.974 3.644
C -29.158 8.458 3.441
N -33.179 9.836 4.345
H -31.887 9.551 7.388
H -33.307 8.753 6.728
H -33.239 10.540 6.806
H -31.511 10.710 5.306
H -31.412 7.564 4.877
H -30.316 8.450 5.789
H -29.146 7.378 3.588
H -28.359 8.811 4.093
H -28.871 8.700 2.417
H -33.819 9.087 4.569
H -33.721 10.675 4.493
C -28.768 8.307 -3.294
C -28.878 7.838 -1.820
C -28.089 8.772 -0.821
O -26.732 8.525 -1.020
C -25.894 9.359 -0.251
N -30.382 7.745 -1.607
H -27.733 8.587 -3.492
H -29.316 9.246 -3.220
H -29.181 7.551 -3.962
H -28.469 6.832 -1.731
H -28.368 8.636 0.224
H -28.328 9.818 -1.015
H -24.863 9.069 -0.453
H -26.089 9.067 0.781
H -26.137 10.407 -0.426
H -30.777 8.577 -1.193
H -30.805 7.567 -2.506
C -31.948 12.020 -2.904
C -30.917 11.994 -1.791
C -29.544 12.569 -2.239
O -28.500 12.317 -1.311
C -27.192 12.864 -1.651
N -31.443 12.867 -0.690
H -32.887 11.718 -2.442
H -31.695 11.290 -3.673
H -32.184 13.046 -3.188
H -30.798 10.977 -1.415
H -29.670 13.648 -2.332
H -29.215 12.178 -3.202
H -27.232 13.949 -1.557
H -26.665 12.679 -2.587
H -26.538 12.489 -0.863
H -31.583 13.634 -1.332
H -30.628 13.087 -0.136
*
```

Output
E_tot = -2483.89986 Eh
max |F| = 8.1 eV/A
orbital gap (alpha / beta) = 6.98 / 7.03 eV
molar mass = 513.6 g mol⁻¹
highest occupied orbital energy (alpha / beta) = -7.1 / -7.1 eV